# 1
Entry from OMol25: C36H57F6Ge2N6OTl as an isolated structure (ωB97M-V/def2-TZVPD).

Last column: Mulliken charge in e.
Cartesian coordinates (Å):
1 Tl 0.11915 0.39547 0.39085  1.645
2 Ge -0.61006 -3.38289 -0.04257  0.843
3 Ge -0.07252 -0.22106 -2.62671  -0.055
4 F 4.39528 -2.05462 0.88676  -0.282
5 F 3.00150 -3.32864 2.88392  -0.287
6 F 3.43313 -1.86908 -1.04504  -0.280
7 F 1.58725 -1.70391 2.64266  -0.063
8 F 2.81908 -0.60360 0.59268  0.033
9 F 0.91674 -3.74992 2.47420  -0.235
10 O 0.99557 -2.51271 0.04936  -0.413
11 N 3.23745 3.02195 2.05463  0.450
12 N -3.12042 1.86968 2.40207  0.255
13 N 1.43247 2.39560 0.66437  0.330
14 N -0.76747 1.67197 2.18646  0.040
15 N 3.62974 2.05727 -0.00614  0.232
16 N -1.93265 0.28238 3.60562  0.337
17 C -4.16200 2.14845 3.38647  -1.268
18 C -1.93541 1.29653 2.72528  0.295
19 C -0.56365 2.33364 -3.93731  -1.528
20 C 2.48554 2.96966 3.29812  -0.921
21 C -1.77244 -2.78198 1.41282  0.286
22 C 1.61146 -0.48302 -3.56274  -0.089
23 C -1.86109 -5.94749 -0.07622  -1.254
24 C -0.72024 -0.09614 4.32252  -1.014
25 C 0.23378 5.74352 1.72508  -1.201
26 C -1.20450 -1.79377 -2.57433  0.104
27 C -0.46043 -5.32399 -0.06726  -0.843
28 C 0.62570 3.40291 1.25419  -1.253
29 C -1.58987 -2.84021 -4.82410  -0.421
30 C -0.49091 3.05045 2.01966  0.940
31 C 4.37461 3.93445 2.05985  -1.243
32 C 2.73929 2.49675 0.90880  0.309
33 C -1.34883 -2.83358 -1.76152  -0.142
34 C 4.95281 1.55864 0.34972  -1.320
35 C -1.17870 4.06159 2.69529  -0.907
36 C 3.20926 1.77921 -1.36063  -1.002
37 C -3.09984 -0.53447 3.90715  -1.445
38 C 3.22543 -1.86165 0.27981  0.142
39 C -0.72324 1.62524 -2.58664  -0.216
40 C 1.94462 -2.92513 2.19063  0.376
41 C 2.17447 -2.92448 0.66295  0.750
42 C -2.07620 -2.78776 -6.11701  -0.681
43 C -2.48174 -0.64075 -4.40825  -0.160
44 C -2.75258 -1.65696 -6.56786  -0.562
45 C 0.95259 4.74634 1.08826  -0.179
46 C -0.82421 5.39330 2.54927  -0.788
47 C -3.19740 -2.53404 0.91402  -1.408
48 C -3.30749 2.54872 1.13127  -1.055
49 C -2.96180 -0.58890 -5.71248  -0.829
50 C 2.67659 -4.29270 0.21892  -1.824
51 C -1.78666 -1.76431 -3.95271  -0.377
52 C 1.36257 -0.75115 -5.05941  -1.384
53 H 5.10722 0.59575 -0.13791  0.473
54 H -1.99001 3.80627 3.36440  0.569
55 H -2.01291 -3.60644 -2.15756  0.415
56 H -3.51607 0.27731 -6.04900  0.457
57 H -2.43724 -5.65545 0.80369  0.285
58 H 3.18630 2.77933 4.11201  0.471
59 H 3.69166 -4.46679 0.57137  0.507
60 H -3.86918 -2.27246 1.73044  0.372
61 H -0.88100 3.37241 -3.85105  0.473
62 H -1.92410 -3.62588 -6.78398  0.443
63 H 2.89147 0.73741 -1.45177  -0.059
64 H -0.12407 2.14888 -1.83568  0.355
65 H 0.08569 -5.65287 0.81764  0.474
66 H -2.55964 2.21644 0.41420  0.197
67 H 2.39242 2.43856 -1.64489  0.379
68 H -2.80242 -1.58422 3.88862  0.508
69 H -1.34762 -1.88249 1.87141  -0.641
70 H 0.01352 0.70007 4.25189  0.260
71 H -5.09420 1.63781 3.14119  0.364
72 H 1.76424 2.15543 3.25952  0.081
73 H 0.11405 -5.64161 -0.93932  0.467
74 H -2.43585 -5.66369 -0.96000  0.305
75 H 1.95790 3.90561 3.49833  0.295
76 H -3.61461 -3.42220 0.43612  0.390
77 H 1.79734 5.00217 0.45838  0.590
78 H -4.35186 3.22416 3.39639  0.445
79 H -3.50132 -0.31252 4.89716  0.354
80 H -3.22903 -1.72878 0.17634  0.263
81 H 0.84582 -1.69370 -5.22124  0.331
82 H 5.19088 3.55369 2.67576  0.371
83 H 0.50454 6.78160 1.58940  0.459
84 H 2.03865 -5.07854 0.61931  0.412
85 H 4.73604 4.09658 1.04907  0.371
86 H 5.02272 1.41710 1.42413  0.414
87 H -1.15576 1.86509 -4.72213  0.287
88 H -0.29361 -1.01539 3.91625  0.262
89 H 2.32069 -0.79862 -5.57611  0.458
90 H -2.71647 0.16657 -3.72413  0.673
91 H -1.75705 1.62621 -2.23557  0.500
92 H -3.87220 -0.37392 3.16286  0.426
93 H -3.83859 1.85315 4.37982  0.382
94 H 0.47873 2.33674 -4.26059  0.376
95 H 4.05060 1.93971 -2.03595  0.494
96 H 4.05308 4.89647 2.46557  0.378
97 H -1.04043 -3.70753 -4.47907  0.476
98 H 2.66299 -4.33938 -0.86822  0.314
99 H -1.75293 -3.55657 2.18282  0.720
100 H 2.20797 0.41846 -3.44219  0.270
101 H 0.77253 0.03852 -5.52649  0.314
102 H 2.15096 -1.31023 -3.10083  0.483
103 H -0.97285 -0.26616 5.36943  0.415
104 H -1.79633 -7.03477 -0.07216  0.448
105 H -4.29926 2.30320 0.74953  0.477
106 H -1.37704 6.15534 3.08185  0.456
107 H 5.74252 2.23622 0.02242  0.313
108 H -3.12422 -1.61986 -7.58279  0.436
109 H -3.22640 3.63304 1.23659  0.355

Cartesian forces (eV/Å) of the 6 atoms listed first:
0.1 0.3 -0.2
-0.2 -0.1 0.0
0.0 -0.2 0.6
-0.1 0.0 -0.1
-0.1 0.0 -0.1
0.0 0.0 0.1

For the molar mass, the calculation gives 1053.48 g mol⁻¹. For the energy above the lowest of the compared OMol25 structures with the same formula, charge and spin, the calculation gives 0.000 eV. Its net charge is +2.

# 2
Entry from OMol25: a 8-piece molecular cluster, C8H16Cl16 overall (ωB97M-V/def2-TZVPD).

Last column: Mulliken charge in e.
Cartesian coordinates (Å):
1 Cl -9.52367 -16.71252 6.55657  -0.142
2 Cl -11.81932 -15.42359 12.60297  0.070
3 Cl -11.90731 -19.61486 15.22574  -0.122
4 Cl -12.54532 -7.84946 13.77603  -0.147
5 Cl -15.31453 -13.20224 7.40097  -0.156
6 Cl -10.91333 -17.32790 8.95170  -0.157
7 Cl -13.29092 -16.99484 15.31749  -0.080
8 Cl -12.18075 -10.54541 12.67291  -0.063
9 Cl -10.85272 -13.67358 15.41695  -0.094
10 Cl -12.61520 -13.43966 6.28966  -0.157
11 Cl -16.80944 -15.62677 14.06951  0.038
12 Cl -16.09990 -12.73256 13.94877  0.081
13 Cl -8.92640 -12.60176 13.44251  -0.129
14 Cl -17.81473 -13.88325 10.77135  -0.059
15 Cl -11.69163 -13.89071 10.03250  -0.086
16 Cl -15.01851 -14.94589 10.74568  0.016
17 C -13.05297 -9.01552 12.48599  -0.355
18 C -16.77503 -15.28821 10.46752  -0.545
19 C -11.93274 -17.95564 14.71341  -0.243
20 C -15.57565 -14.39942 14.28351  0.218
21 C -11.98395 -13.80242 11.79499  0.070
22 C -13.86381 -14.24237 7.26276  0.135
23 C -10.12197 -16.03856 8.03582  0.346
24 C -9.64647 -12.40398 15.06710  -0.337
25 H -11.24853 -13.09719 12.18217  -0.154
26 H -13.40952 -14.63569 8.17217  -0.126
27 H -11.91987 -17.90358 13.62473  0.216
28 H -14.77825 -14.54239 13.55426  -0.247
29 H -9.39322 -15.57933 8.70376  0.278
30 H -10.85443 -15.25189 7.85484  -0.329
31 H -12.82325 -8.62206 11.49577  0.319
32 H -15.07672 -14.42003 15.25241  0.437
33 H -16.86749 -15.60268 9.42797  0.365
34 H -12.97106 -13.39666 12.01652  0.235
35 H -14.11820 -15.14147 6.70149  0.338
36 H -8.83209 -12.37295 15.79093  0.350
37 H -17.08030 -16.12451 11.09642  0.365
38 H -10.10328 -11.42122 15.18376  0.271
39 H -14.11950 -9.21794 12.58421  0.262
40 H -11.00590 -17.51981 15.08639  0.317

Cartesian forces (eV/Å) of the 6 atoms listed first:
0.5 0.3 -0.4
-0.3 1.1 -0.6
-0.4 -0.4 0.1
-0.4 -0.6 -0.9
0.6 -0.6 0.5
-0.3 -0.1 0.5

As for the multiplicity: 2. For the molar mass, the calculation gives 679.46 g mol⁻¹. For the energy above the lowest of the compared OMol25 structures with the same formula, charge and spin, the calculation gives 0.174 eV. Its net charge is +1.

# 3
Entry from OMol25: a 2-piece molecular cluster, C5H14N2O overall (ωB97M-V/def2-TZVPD).

Last column: Mulliken charge in e.
Cartesian coordinates (Å):
1 O -2.54369 1.79692 2.99609  -0.476
2 N 0.75666 -0.35915 -1.89250  -0.145
3 N 0.34691 -0.05232 2.56538  -0.494
4 C -0.31323 0.49661 -1.40911  -0.733
5 C 0.58656 -0.66684 -3.29818  -0.952
6 C -1.54805 1.43838 2.43077  0.208
7 C -0.21093 1.19518 3.09385  -0.471
8 C 0.82295 -1.57688 -1.11153  -0.790
9 H -0.17683 -0.83130 2.95189  0.220
10 H 1.43905 -1.24304 -3.65300  0.327
11 H -0.08562 0.76428 -0.37948  0.092
12 H 1.29569 -0.17601 2.89946  0.221
13 H -0.08546 -2.19744 -1.22560  0.327
14 H -0.34457 1.24280 4.17714  0.335
15 H -0.33471 -1.24550 -3.48711  0.336
16 H 0.92605 -1.32625 -0.05447  0.181
17 H 0.52124 0.26187 -3.86682  0.312
18 H 0.44423 2.01749 2.79343  0.293
19 H 1.69635 -2.16273 -1.39977  0.321
20 H -1.54607 1.21700 1.34553  0.205
21 H -0.35003 1.40003 -2.01527  0.360
22 H -1.29652 0.00690 -1.46069  0.325

Cartesian forces (eV/Å) of the 6 atoms listed first:
0.0 0.1 0.1
-0.1 0.0 -0.1
-0.1 0.0 0.3
0.4 -0.1 -0.1
-0.1 0.1 0.1
0.1 -0.2 -0.1

For the molar mass, the calculation gives 118.18 g mol⁻¹. For the energy above the lowest of the compared OMol25 structures with the same formula, charge and spin, the calculation gives 2.392 eV. As for the SMILES: CN(C)C.NCC=O. Its net charge is 0.

# 4
Entry from OMol25: C29H34BaN7O4PSi2 as an isolated structure (ωB97M-V/def2-TZVPD).

Last column: Mulliken charge in e.
Cartesian coordinates (Å):
1 Ba 0.62879 -0.09230 -0.21195  1.287
2 P -1.12119 -3.67134 0.41551  -0.618
3 Si -0.35541 2.90034 0.25781  0.254
4 Si -0.67046 1.66707 -3.05546  0.435
5 O -0.13721 -0.26962 2.17211  0.011
6 O 2.80855 0.65832 -1.03837  -0.584
7 O 0.42227 -0.65064 4.31843  -0.878
8 O 4.95670 1.26602 -0.65462  -0.808
9 N 2.34086 0.46430 1.57492  0.929
10 N 0.97807 -4.29628 2.21195  0.290
11 N 0.10266 -2.36810 -1.76686  0.908
12 N -2.61707 -1.77875 1.84028  0.403
13 N -2.45769 -1.36304 -0.33360  -0.270
14 N 1.41548 -2.55310 0.94516  0.535
15 N -0.49524 -4.44283 -2.19444  0.191
16 C -1.82940 5.74096 -3.28164  -0.702
17 C -1.76608 3.31601 1.54404  -1.408
18 C 2.27175 -3.93490 2.47077  -0.624
19 C -3.32092 -0.63058 1.59730  -0.279
20 C 3.51483 0.96452 1.19587  0.023
21 C 0.64025 -0.24661 3.16346  -0.237
22 C 4.09133 1.36378 3.47459  -0.521
23 C 2.53118 -2.85953 1.67117  -0.803
24 C -2.07077 1.41283 -4.39557  -1.586
25 C -0.94626 4.02069 -1.22631  0.318
26 C 0.53827 -2.69587 -3.01816  -0.892
27 C -3.22758 -0.39610 0.25417  -0.687
28 C -1.07487 3.52356 -2.54999  0.347
29 C -1.10754 -5.75086 -2.07805  -0.865
30 C -1.26649 5.36658 -0.98694  -0.288
31 C 3.80431 0.97569 -0.32752  -0.105
32 C 0.77473 2.02669 -4.31083  -1.390
33 C 4.42300 1.44451 2.13240  -0.480
34 C 0.17145 -3.98369 -3.30078  -0.489
35 C 0.24780 -5.30449 2.95315  -1.044
36 C 2.02105 0.36318 2.86630  0.042
37 C -1.70489 6.22454 -1.98376  -0.687
38 C -1.51392 4.41609 -3.54261  -0.187
39 C 2.88084 0.79990 3.85970  -0.524
40 C 1.01520 4.06019 1.02078  -1.479
41 C -2.33334 -2.33394 3.15032  -0.756
42 C -2.06390 -2.14163 0.65324  0.014
43 C -0.52681 -3.41489 -1.29955  -0.281
44 C 0.47965 -3.40551 1.30196  -0.052
45 H -0.67826 -6.31574 -1.25160  0.292
46 H 1.73787 2.10386 -3.79809  0.205
47 H -2.11288 -3.40050 3.04614  0.284
48 H 0.84730 1.18760 -5.01661  0.300
49 H 2.57868 0.69529 4.89257  0.502
50 H 0.69674 5.10181 1.16661  0.408
51 H -3.05938 1.59467 -3.95893  0.278
52 H 4.77771 1.73971 4.22648  0.385
53 H 2.86623 -4.44994 3.20565  0.455
54 H -3.22822 -2.24680 3.76643  0.405
55 H -1.84083 4.38298 1.79563  0.410
56 H -1.94455 7.25973 -1.75416  0.326
57 H -1.58371 2.75758 2.47019  0.225
58 H 1.91050 4.06633 0.38962  0.257
59 H 1.05990 -1.98307 -3.63446  0.451
60 H -2.73969 2.99459 1.15422  0.282
61 H -1.60875 4.05874 -4.56436  0.113
62 H -2.16684 6.39338 -4.08324  0.351
63 H -1.96987 2.05321 -5.28285  0.395
64 H -0.67016 -5.54838 2.42370  0.387
65 H 0.85729 -6.20425 3.03475  0.373
66 H 3.43701 -2.28242 1.58579  0.450
67 H -0.92105 -6.28879 -3.00557  0.305
68 H 0.61594 2.94448 -4.89368  0.427
69 H -3.62482 0.42562 -0.31809  0.473
70 H 1.31429 3.66386 2.00042  0.251
71 H 0.30224 -4.59743 -4.17550  0.364
72 H 0.00094 -4.93915 3.95063  0.311
73 H -1.16715 5.75667 0.02330  0.090
74 H -1.49158 -1.81745 3.61341  0.208
75 H -3.76672 -0.06279 2.39551  0.433
76 H -2.18301 -5.66371 -1.93212  0.328
77 H -2.05179 0.36994 -4.73393  0.278
78 H 5.35465 1.85923 1.77375  0.532

Cartesian forces (eV/Å) of the 6 atoms listed first:
-2.0 0.0 -2.2
0.2 -0.1 0.0
-0.2 0.8 0.2
0.0 0.2 0.0
-0.1 -0.3 1.1
1.3 0.2 -0.1

For the molar mass, the calculation gives 769.11 g mol⁻¹. For the energy above the lowest of the compared OMol25 structures with the same formula, charge and spin, the calculation gives 2.197 eV. Its net charge is -2.